(1)
Here is a 5-piece molecular cluster, CH12NO5 overall in a non-equilibrium geometry from the OMol25 dataset. Energies are from wB97M-V/def2-TZVPD.

```
! wB97M-V def2-TZVPD RIJCOSX def2/J DEFGRID3
* xyz -1 1
N -0.26453 -0.16086 -1.19742
C 0.26685 -1.46496 -1.48532
O -0.31601 -2.63609 -0.79418
H -1.28250 -0.23004 -1.37284
H -0.15982 0.22166 -0.23775
H 1.36070 -1.43590 -1.38001
H 0.19460 -1.73990 -2.60374
H -0.61908 -2.30059 0.15695
H 0.40552 -2.58787 2.03923
O -0.43046 -2.10581 1.93338
H -0.33849 -1.12228 1.71120
H 1.01618 0.49699 1.70369
O 0.05645 0.40705 1.42396
H -0.31343 1.84377 1.23452
H -0.03369 3.45060 1.64258
O -0.46364 2.84648 0.96872
H 0.28708 2.51446 -0.58529
H 0.09105 1.56569 -1.67654
O 0.54322 2.43761 -1.48114
*
```

Calculated values
Frontier orbital gap ... 9.30 eV
Calculated total energy ... -476.29091 a.u.
Energy relative to the best compared isomer or geometry (same formula, charge and spin) ... 0.4281 eV
Molecular weight ... 118.11 g/mol

(2)
Here is a 11-piece molecular cluster, C40H74Br2N10O2 overall in a non-equilibrium geometry from the OMol25 dataset. Energies are from wB97M-V/def2-TZVPD.

```
! wB97M-V def2-TZVPD RIJCOSX def2/J DEFGRID3
* xyz 0 1
C 5.28011 0.74106 -1.71321
N 5.18234 0.32301 -0.25056
C 5.24698 -1.14830 -0.03549
C 5.15792 1.16578 0.85324
O 5.27255 0.80640 2.10685
H 5.16828 1.81614 -1.85391
H 4.44306 0.36883 -2.30387
H 6.14320 0.31988 -2.22877
H 6.23049 -1.45278 -0.39342
H 5.20631 -1.49831 0.99598
H 4.45769 -1.57340 -0.65549
H 5.27382 2.22075 0.56031
C 0.66007 0.46745 -0.84980
N -0.17461 -0.71496 -0.63574
C 0.56079 -1.95097 -0.48375
C -1.54589 -0.63593 -0.70990
O -2.27641 -1.57408 -0.63639
H 0.78365 0.45217 -1.93266
H 1.64164 0.35440 -0.38954
H 0.21570 1.41711 -0.55182
H 1.01243 -2.19792 0.47704
H -0.09508 -2.75084 -0.82745
H 1.45738 -2.00984 -1.10082
H -1.80260 0.43053 -0.80451
Br 1.68952 1.72333 4.01006
C 2.75968 0.08027 4.38955
C 2.44664 -0.98235 3.20901
Br 3.27552 -2.73234 3.60464
H 2.55344 -0.43979 5.32501
H 3.81834 0.33723 4.42598
H 2.97278 -0.50023 2.38509
H 1.37708 -1.10952 3.04172
C 0.28939 -4.28007 2.52261
C -0.04380 -5.28404 3.61199
C 1.04162 -5.43911 4.72957
C 2.20141 -6.19009 4.13546
N 3.09013 -6.84320 3.69387
H 1.31700 -4.27602 2.15916
H 0.40796 -3.33775 3.05748
H -0.36192 -4.16418 1.65631
H -0.11455 -6.22181 3.06093
H -1.05122 -5.13914 4.00211
H 0.69540 -5.95137 5.62726
H 1.37815 -4.49641 5.16105
C 5.22331 6.29340 -0.68857
C 3.79912 6.75049 -0.43402
C 2.80959 6.14670 -1.43946
C 2.55811 4.78604 -1.25422
N 2.40694 3.61967 -1.21426
H 5.89020 6.29554 0.17361
H 5.81204 6.84508 -1.42147
H 5.15167 5.21435 -0.82508
H 3.75605 7.83470 -0.53775
H 3.47911 6.65131 0.60321
H 3.02797 6.31393 -2.49419
H 1.89104 6.60646 -1.07480
C -5.65932 -0.57553 0.78059
C -5.52002 0.89597 0.72718
C -6.47273 1.52536 -0.24531
C -7.77859 1.21035 0.18885
N -8.86501 0.88801 0.38171
H -4.92230 -0.89100 1.51909
H -5.43955 -1.08551 -0.15735
H -6.63624 -0.86632 1.16682
H -4.49326 1.22796 0.57339
H -5.76716 1.26181 1.72377
H -6.34498 1.05233 -1.21897
H -6.44300 2.61439 -0.28031
C 0.97656 4.72126 2.33836
C 0.18568 5.17581 3.55758
C -0.04465 6.68916 3.75585
C -0.07540 7.48962 2.47777
N -0.07121 8.11736 1.49674
H 1.16359 3.64825 2.29611
H 1.97081 5.08110 2.07362
H 0.39557 4.96749 1.44958
H 0.69920 4.87311 4.47015
H -0.73307 4.59205 3.61422
H 0.79212 7.05607 4.35023
H -0.95695 6.84311 4.33213
C -3.35478 -2.19066 4.38816
C -1.86919 -2.00425 4.16308
C -1.64068 -1.35949 2.81163
C -2.05516 0.01688 2.73472
N -2.31879 1.14725 2.65801
H -3.72873 -1.20154 4.65256
H -3.65017 -2.74651 5.27802
H -3.98642 -2.70914 3.66683
H -1.47180 -3.00462 4.33467
H -1.38718 -1.39553 4.92809
H -2.21033 -1.82517 2.00744
H -0.62447 -1.17227 2.46465
C -0.87151 2.04849 -3.59569
C -1.53415 2.56796 -4.93082
C -0.42725 2.89919 -5.97428
C -1.16956 3.36805 -7.09813
N -1.80511 3.72029 -8.03383
H -0.32353 1.12622 -3.78865
H -1.46341 2.07950 -2.68092
H -0.19696 2.85670 -3.31308
H -2.05539 3.49221 -4.68150
H -2.25638 1.86951 -5.35352
H -0.10673 1.92821 -6.35186
H 0.42485 3.55507 -5.79581
C -6.34452 -2.10084 -2.80831
C -4.75220 -2.15148 -2.94011
C -4.02552 -3.49923 -2.48967
C -4.83750 -4.66241 -2.92379
N -5.37118 -5.62385 -3.30416
H -6.85007 -2.92786 -3.30685
H -6.72840 -1.14507 -3.16503
H -6.68219 -2.18269 -1.77517
H -4.19154 -1.31959 -2.51381
H -4.59112 -2.17545 -4.01788
H -4.12424 -3.60515 -1.40932
H -2.99064 -3.41184 -2.82052
C 1.47425 -4.81364 -2.84401
C 2.35195 -5.23771 -3.92927
C 3.76340 -4.81999 -3.58740
C 4.05857 -3.44695 -3.25745
N 4.33491 -2.41833 -2.95480
H 1.57767 -3.75161 -2.62152
H 1.77095 -5.27198 -1.90061
H 0.46340 -5.07197 -3.15949
H 2.03720 -4.68135 -4.81216
H 2.28417 -6.31644 -4.07017
H 4.38579 -5.12350 -4.42919
H 4.06201 -5.30692 -2.65906
*
```

Calculated values
SMILES string ... CN(C)C=O.CN(C)C=O.BrCCBr.CCCC#N.CCCC#N.CCCC#N.CCCC#N.CCCC#N.CCCC#N.CCCC#N.CCCC#N
Frontier orbital gap ... 9.55 eV
Calculated total energy ... -7414.37700 a.u.
Molecular weight ... 886.91 g/mol

(3)
Here is one molecule with the formula C23H27N3O4S in a non-equilibrium geometry from the OMol25 dataset. Energies are from wB97M-V/def2-TZVPD.

```
! wB97M-V def2-TZVPD RIJCOSX def2/J DEFGRID3
* xyz 0 1
C -1.12792 -4.99200 -1.81269
C -1.08856 -4.69942 -0.31495
N -0.61156 -3.35415 -0.04823
C 0.70463 -3.17669 0.18382
C 1.30528 -1.98680 0.44958
C 2.79453 -2.02297 0.62793
O 3.42350 -3.05383 0.44099
N 3.33669 -0.85845 1.01121
C 4.75675 -0.61927 1.01986
C 5.20288 0.11058 -0.26212
C 4.38191 1.35345 -0.45896
C 3.22367 1.31926 -1.22687
C 2.41638 2.43386 -1.33973
C 2.74401 3.61798 -0.69016
C 1.85806 4.81935 -0.81959
C 3.90774 3.65565 0.06521
C 4.71405 2.53775 0.18346
C 0.51374 -0.77485 0.50438
O 0.93364 0.33571 0.82118
C -0.89834 -0.97775 0.13637
C -1.72006 0.14906 0.04130
C -3.04429 0.01632 -0.28562
S -4.12036 1.43964 -0.40625
O -3.33100 2.63784 -0.42494
O -5.04826 1.21611 -1.47590
N -4.97196 1.28225 1.04672
C -6.28654 1.88644 1.01507
C -4.16334 1.68168 2.17552
C -3.58965 -1.23796 -0.52676
C -2.79908 -2.36067 -0.45149
C -1.43645 -2.25540 -0.12171
H -0.13118 -4.89910 -2.23695
H -1.48402 -6.00429 -1.98215
H -1.78647 -4.29818 -2.32892
H -2.07496 -4.82990 0.13437
H -0.40556 -5.39699 0.17448
H 1.32991 -4.06025 0.16316
H 2.72184 -0.04739 1.04544
H 5.00001 -0.01143 1.89586
H 5.25790 -1.58710 1.09407
H 5.07027 -0.56343 -1.11021
H 6.26229 0.35613 -0.17298
H 2.95025 0.40568 -1.73718
H 1.51349 2.38540 -1.93142
H 2.16177 5.60459 -0.13153
H 1.90406 5.21419 -1.83479
H 0.82308 4.55161 -0.61428
H 4.18440 4.56837 0.57455
H 5.61215 2.58540 0.78387
H -1.28846 1.12290 0.21821
H -6.73236 1.64212 0.05428
H -6.24279 2.97583 1.12414
H -6.89148 1.46650 1.81915
H -3.93922 2.75384 2.15587
H -4.69202 1.43718 3.09620
H -3.22755 1.12741 2.14126
H -4.63261 -1.30213 -0.79080
H -3.24285 -3.31971 -0.66029
*
```

Calculated values
SMILES string ... CCn1cc(C(=O)NCCc2ccc(C)cc2)c(=O)c2cc(S(=O)(=O)N(C)C)ccc21
Frontier orbital gap ... 8.43 eV
Calculated total energy ... -1756.09720 a.u.
Energy relative to the best compared isomer or geometry (same formula, charge and spin) ... 1.1971 eV
Molecular weight ... 441.55 g/mol

(4)
Here is one molecule with the formula C3H4O2 in a non-equilibrium geometry from the OMol25 dataset. Energies are from wB97M-V/def2-TZVPD.

```
! wB97M-V def2-TZVPD RIJCOSX def2/J DEFGRID3
* xyz 0 1
C -1.54697 -0.35667 -0.01322
C -0.05958 -0.79101 0.16370
C 1.15272 0.21460 -0.23259
O -1.78384 0.89800 -0.06869
O 1.16458 1.39446 -0.00667
H -0.03066 -0.91758 1.30878
H 0.17094 -1.59617 -0.48500
H 1.88303 -0.40423 -0.69692
H -0.95022 1.55859 0.03061
*
```

Calculated values
Frontier orbital gap ... 8.67 eV
Calculated total energy ... -267.05549 a.u.
Energy relative to the best compared isomer or geometry (same formula, charge and spin) ... 3.7359 eV
Molecular weight ... 72.06 g/mol

(5)
Here is one molecule with the formula CH4FPS2 in a non-equilibrium geometry from the OMol25 dataset. Energies are from wB97M-V/def2-TZVPD.

```
! wB97M-V def2-TZVPD RIJCOSX def2/J DEFGRID3
* xyz 0 1
C 1.13820 -0.65018 -0.04138
P -0.71289 -0.10878 -0.18071
F -0.90926 -0.07260 -1.81418
S -2.04330 -1.23242 0.57652
S -0.41852 1.96024 0.40531
H 1.54358 -0.21317 0.90809
H 1.33255 -1.71164 -0.06072
H 1.64889 -0.17865 -0.91448
H -1.57924 2.20719 1.12155
*
```

Calculated values
SMILES string ... C[P@@](F)(=S)S
Frontier orbital gap ... 9.79 eV
Calculated total energy ... -1278.15344 a.u.
Energy relative to the best compared isomer or geometry (same formula, charge and spin) ... 0.1012 eV
Molecular weight ... 130.15 g/mol

(6)
Here is C40H56AsFeN2O2PS as an isolated structure from the OMol25 dataset. Energies are from wB97M-V/def2-TZVPD.

```
! wB97M-V def2-TZVPD RIJCOSX def2/J DEFGRID3
* xyz 2 5
Fe -0.02690 0.85067 -0.25338
C 1.19327 3.79861 -0.75064
C -0.02659 3.96174 0.13448
N -1.01054 2.92066 -0.16328
C -1.89617 3.12703 -1.32150
C -1.29673 2.84983 -2.70021
S -0.28132 1.33829 -2.83468
C 1.38447 1.98519 -3.19358
C 2.32593 2.03159 -1.98097
N 1.63510 2.39280 -0.74579
H 1.98250 4.47206 -0.41128
H 0.94913 4.08445 -1.77101
H -0.45091 4.96377 0.03224
H 0.28759 3.82682 1.16988
H -1.61861 2.84621 0.64622
H -2.28887 4.14935 -1.33669
H -2.73720 2.45154 -1.18675
H -0.69986 3.67513 -3.08103
H -2.12675 2.71017 -3.39070
H 1.24869 2.95484 -3.66821
H 1.80787 1.32132 -3.94525
H 3.13737 2.72622 -2.21927
H 2.76509 1.05373 -1.82452
H 2.25876 2.22875 0.03793
C -8.56172 0.43366 -1.71156
C -7.09844 0.20111 -1.48335
C -6.37816 0.95628 -0.56456
C -5.02127 0.77456 -0.35723
C -4.38943 1.66281 0.69032
C -4.34291 -0.22847 -1.10076
C -2.93660 -0.52626 -1.01242
O -2.03676 0.09744 -0.43403
C -5.07978 -1.03303 -2.02071
C -4.44067 -2.13472 -2.83952
C -6.42363 -0.79124 -2.19630
H -8.94433 1.24329 -1.09476
H -9.12935 -0.47229 -1.48819
H -8.74431 0.67336 -2.76106
H -6.89317 1.71436 0.01854
H -4.95028 1.57167 1.62151
H -4.46890 2.71037 0.38266
H -3.35277 1.42374 0.88219
H -2.62839 -1.42695 -1.55515
H -3.65816 -1.75142 -3.49850
H -5.19170 -2.61035 -3.46450
H -4.00091 -2.90946 -2.20736
H -6.97980 -1.39250 -2.90927
C 0.11843 2.54054 3.99250
C 0.60726 1.11811 3.72566
As -0.45830 0.21811 2.34963
C 0.17775 -1.61504 2.58242
C -0.77489 -2.65695 2.00461
C -2.19330 0.07659 3.25778
C -2.11498 -0.53492 4.65278
H 0.75066 3.03588 4.72988
H -0.90212 2.54348 4.37964
H 0.13577 3.14426 3.08138
H 0.56234 0.51343 4.63062
H 1.64362 1.11849 3.38299
H 0.34121 -1.78762 3.64563
H 1.14024 -1.67047 2.08399
H -1.72988 -2.66295 2.53522
H -0.33783 -3.65130 2.08922
H -0.97323 -2.47238 0.94587
H -2.83929 -0.51327 2.60679
H -2.61560 1.07812 3.30680
H -1.65156 -1.52177 4.64377
H -3.12147 -0.64960 5.05733
H -1.55641 0.10088 5.34072
O 1.71694 -0.30241 -0.27575
P 2.98212 -1.14268 -0.24321
C 2.66744 -2.81812 0.31976
C 3.52497 -3.51039 1.17240
C 3.25672 -4.83703 1.48423
C 2.15844 -5.47553 0.92512
C 1.31269 -4.79077 0.05883
C 1.56103 -3.46150 -0.23991
C 3.65483 -1.36257 -1.89611
C 2.82170 -1.19095 -2.99994
C 3.31219 -1.41706 -4.27814
C 4.62977 -1.81820 -4.45427
C 5.45088 -2.03054 -3.35304
C 4.96430 -1.81304 -2.07316
C 4.21010 -0.35018 0.79848
C 4.10758 -0.44625 2.18841
C 4.99438 0.24400 2.99845
C 5.98926 1.03113 2.42987
C 6.09417 1.13346 1.04891
C 5.20465 0.45008 0.23239
H 4.40422 -3.02308 1.58009
H 3.91227 -5.37456 2.15986
H 1.96675 -6.51662 1.15457
H 0.46323 -5.29647 -0.38298
H 0.90755 -2.91783 -0.91416
H 1.78548 -0.90455 -2.84852
H 2.66748 -1.28759 -5.13989
H 5.01649 -1.97825 -5.45329
H 6.46966 -2.37020 -3.49277
H 5.59812 -2.00041 -1.21224
H 3.34883 -1.07403 2.64256
H 4.91858 0.16103 4.07548
H 6.68829 1.56146 3.06426
H 6.87571 1.73695 0.60522
H 5.29089 0.53432 -0.84474
*
```

Calculated values
Frontier orbital gap (alpha / beta) ... 8.39 / 8.55 eV
Calculated total energy ... -6056.46578 a.u.
Energy relative to the best compared isomer or geometry (same formula, charge and spin) ... 0.4141 eV
Molecular weight ... 790.71 g/mol

Look up the molecular weight of the fourth one. 72.06 g/mol